Formula: C34H59As2Ge2IO3PdSi3
Source: the Open Molecules 2025 dataset
Level of theory: ωB97M-V with the def2-TZVPD basis set

Geometry as XYZ:
```
105
Properties=species:S:1:pos:R:3:forces:R:3:mulliken_charge:R:1
Pd -0.090073 -0.656206 0.242345 0.604 -0.517 -0.470 -0.48
I -6.376806 -0.590629 3.827576 0.012 0.001 -0.003 0.09
C -4.302313 -0.428700 3.720776 -0.021 -0.001 -0.001 -0.35
C -3.542268 -0.469034 4.883332 -0.010 -0.008 0.006 -0.69
C -2.166818 -0.337858 4.803080 0.028 0.018 -0.009 -0.79
C -1.538300 -0.161804 3.571379 -0.056 0.069 -0.096 0.08
C -2.314703 -0.150069 2.420268 -0.004 0.004 -0.005 1.31
C -3.692494 -0.276825 2.485769 0.001 -0.024 -0.007 -0.68
C -0.056619 0.064877 3.575394 0.170 -0.245 0.044 -0.78
O 0.589666 -0.117910 4.577496 0.075 -0.214 -0.003 -0.66
O 0.491616 0.461987 2.415683 -0.416 0.622 0.286 1.59
H -4.021338 -0.593267 5.844297 -0.001 -0.002 0.008 0.44
H -1.558424 -0.355651 5.696849 -0.002 0.000 0.008 0.54
H -1.872570 -0.022109 1.435376 0.004 0.123 0.082 -0.09
H -4.282087 -0.245327 1.579206 0.001 -0.001 0.002 0.67
C 1.311613 2.686166 4.142502 0.368 0.346 -0.107 -1.42
Ge 1.514748 2.090397 2.294162 0.230 -0.367 1.023 1.22
C 3.260347 1.376624 1.828462 -0.029 0.022 0.011 -0.91
C 1.210994 3.755780 1.277843 -0.217 -0.306 -0.072 -1.60
Ge -0.520557 1.821739 -0.149938 -0.654 -0.432 -1.141 0.03
C 0.091343 2.680173 -1.816539 0.061 0.310 0.194 0.56
C 1.183297 2.097342 -2.459304 -0.062 -0.118 -0.059 0.12
C 1.736108 2.666582 -3.598907 -0.003 -0.029 -0.022 -0.56
C 1.214568 3.850817 -4.100949 -0.021 0.008 0.006 -0.73
C 0.151825 4.467548 -3.452210 -0.008 -0.017 -0.029 -0.63
C -0.399650 3.889146 -2.316775 0.059 0.030 0.006 -0.98
C -2.111166 2.811150 0.463210 0.173 0.179 0.148 0.47
C -3.117280 3.249812 -0.397777 -0.015 -0.035 -0.045 -0.43
C -4.256587 3.875713 0.086857 -0.002 -0.014 -0.011 -1.10
C -4.406308 4.084639 1.451770 -0.007 0.012 0.007 -0.79
C -3.414319 3.665434 2.324487 -0.010 -0.022 0.007 -0.73
C -2.281995 3.032472 1.829312 -0.056 -0.023 0.003 0.30
H 2.200610 3.278778 4.374946 -0.019 0.066 0.001 0.51
H 1.257773 1.873589 4.856038 0.003 0.051 -0.013 0.44
H 0.452395 3.349381 4.250529 -0.067 -0.058 -0.015 0.36
H 3.913659 1.450503 2.698505 0.023 -0.014 -0.005 0.47
H 3.711447 1.917916 0.997793 -0.013 0.004 -0.020 0.49
H 3.155044 0.327504 1.563661 0.023 0.079 -0.042 -0.53
H 1.884501 4.418222 1.830372 0.009 0.026 -0.029 0.64
H 0.207212 4.169486 1.351893 -0.012 0.028 0.007 0.42
H 1.530836 3.720308 0.238859 0.027 0.001 -0.011 0.46
H 1.603584 1.176398 -2.059151 0.007 0.048 0.016 -0.32
H 2.580121 2.197571 -4.090702 -0.004 -0.001 0.004 0.41
H 1.646949 4.303168 -4.983677 0.002 0.003 -0.007 0.40
H -0.241443 5.403912 -3.827287 0.008 0.003 -0.001 0.43
H -1.210185 4.398720 -1.810407 0.001 0.004 0.007 0.42
H -3.017017 3.101669 -1.469129 0.014 0.012 0.013 0.91
H -5.026223 4.208987 -0.598472 -0.004 0.004 -0.003 0.46
H -5.293924 4.573146 1.831320 -0.003 0.004 0.003 0.40
H -3.526643 3.817269 3.390443 -0.002 0.006 -0.001 0.50
H -1.536646 2.679965 2.535565 0.035 0.030 -0.002 0.19
C 3.898704 -4.260166 0.596070 0.074 0.019 0.084 -1.21
Si 3.721741 -2.439515 0.978549 -0.053 0.019 -0.070 0.86
C 5.285001 -1.518507 0.500301 -0.008 -0.009 -0.011 -1.36
C 3.304219 -2.189365 2.780817 -0.027 -0.025 0.008 -0.89
As 1.995626 -1.533506 -0.410462 -0.183 0.009 0.271 -0.76
Si 2.579452 -1.909692 -2.673899 -0.030 0.063 -0.023 0.48
C 2.973345 -3.702259 -3.038800 0.046 0.032 -0.021 -1.28
C 4.090259 -0.861311 -3.011597 -0.049 0.070 -0.034 -0.97
C 1.111820 -1.324784 -3.692639 -0.005 -0.075 -0.003 -0.40
Si -0.569233 -2.947356 0.534467 0.238 0.151 0.008 1.46
C 0.109961 -4.273476 -0.607733 -0.146 -0.064 0.033 -1.09
C -2.439204 -2.924278 0.319899 0.037 -0.014 0.041 -0.93
C -0.151582 -3.287525 2.331030 -0.072 -0.107 -0.032 -0.86
H 4.758582 -4.645114 1.152190 0.000 -0.015 0.010 0.42
H 4.083077 -4.449412 -0.461165 -0.029 0.004 -0.025 0.28
H 3.025298 -4.832347 0.911260 -0.019 0.005 -0.013 0.28
H 5.943320 -1.455715 1.369676 0.018 -0.016 0.002 0.48
H 5.093835 -0.500838 0.157836 -0.001 -0.004 0.034 0.32
H 5.827396 -2.048668 -0.284567 -0.013 0.006 -0.030 0.39
H 4.233270 -2.161053 3.355839 0.018 0.026 -0.011 0.53
H 2.718655 -3.026332 3.160530 -0.002 -0.027 0.002 0.38
H 2.750912 -1.273981 2.992470 -0.007 -0.003 0.012 0.00
H 4.025539 -3.913163 -2.841485 0.004 -0.020 0.043 0.36
H 2.800845 -3.886262 -4.102553 0.017 0.004 -0.014 0.41
H 2.367231 -4.410478 -2.477055 -0.038 -0.003 0.003 0.34
H 4.864489 -1.016155 -2.260859 0.026 -0.017 0.003 0.26
H 3.853133 0.205402 -3.035517 -0.006 -0.042 0.034 0.14
H 4.510193 -1.135543 -3.983069 -0.011 0.018 -0.019 0.40
H 0.541321 -2.180805 -4.059795 -0.025 0.001 0.018 0.56
H 1.449197 -0.755946 -4.561979 0.017 0.005 -0.006 0.50
H 0.455133 -0.683064 -3.101790 -0.003 0.023 0.008 -0.58
H -0.071922 -4.020650 -1.655685 0.016 0.008 -0.009 0.25
H -0.397072 -5.221708 -0.404880 -0.007 -0.009 -0.005 0.59
H 1.179883 -4.433260 -0.478409 0.025 0.004 0.013 -0.04
H -2.788743 -3.946051 0.145799 -0.002 -0.010 -0.004 0.56
H -2.754021 -2.307880 -0.515959 -0.035 0.062 -0.037 -0.26
H -2.926938 -2.542358 1.215779 0.010 -0.019 0.012 0.24
H 0.103355 -4.339831 2.482992 0.007 -0.007 0.009 0.51
H -1.014324 -3.058396 2.959754 -0.003 0.005 0.009 0.41
H 0.678837 -2.682022 2.686576 0.019 0.026 0.009 -0.31
C -4.559931 0.424268 -2.286857 0.000 0.001 0.005 -1.10
As -2.696483 0.073171 -2.562650 -0.083 -0.070 0.095 0.57
C -2.576206 -1.752391 -3.141736 0.057 0.004 0.006 -1.03
C -2.057317 1.125329 -4.036394 0.064 0.076 0.040 -0.64
O -1.875500 0.309322 -1.114022 0.021 0.242 -0.098 -0.35
H -5.092688 0.334989 -3.232798 -0.012 0.001 0.001 0.48
H -4.687358 1.421223 -1.870990 0.012 0.000 -0.012 0.24
H -4.940964 -0.311375 -1.579724 0.004 0.011 0.006 0.35
H -2.917911 -1.809608 -4.175155 0.022 0.013 -0.009 0.50
H -3.195597 -2.390924 -2.519884 -0.039 -0.015 0.004 0.51
H -1.536789 -2.070359 -3.077255 -0.038 0.005 0.002 0.04
H -1.418521 0.501796 -4.659647 0.009 -0.004 0.013 0.41
H -1.481584 1.969822 -3.665632 -0.028 0.025 -0.003 -0.03
H -2.909249 1.478570 -4.615289 -0.009 -0.028 -0.012 0.53
```
Positions in Å, forces in eV/Å.

Properties
Total charge: +1
Kohn-Sham gap (spin up / spin down), eV: 7.1 / 6.1
E, Eh: -11476.0068
<S²>: 0.766
HOMO energy (spin up / spin down), eV: -9.6 / -10.0
Energy relative to the best compared isomer or geometry (same formula, charge and spin), kcal/mol: 14.0
Spin multiplicity: 2